197
Properties=species:S:1:pos:R:3:forces:R:3 method="wB97M-V/def2-TZVPD" molar_mass_g_mol=1201.2 spin_multiplicity=3 lumo_ev="-0.71 / -0.90" orbital_gap_ev="8.0 / 7.7"
Ni -1.39295 -1.41229 4.80963 -2.9 1.8 -2.9
C -3.28139 1.35450 7.20206 0.5 -0.1 -0.1
C -3.70765 0.79170 5.86244 0.7 0.3 -0.2
C -3.70804 1.93983 4.82781 0.1 -0.3 -0.5
O -3.02825 -0.36283 5.47350 1.6 -1.3 -0.5
H -3.95788 2.19613 7.35076 0.2 0.1 0.7
H -2.23878 1.67115 7.17373 0.1 0.4 -0.2
H -3.28394 0.62601 8.01286 -0.6 0.0 0.0
H -4.75483 0.51946 5.99436 -0.4 -0.3 -0.2
H -2.80881 2.55173 4.75662 0.4 -0.2 0.4
H -4.51206 2.65504 5.00128 -0.2 -0.1 0.1
H -3.82882 1.52501 3.82709 -0.2 -0.1 -0.1
C -0.49668 -1.89116 0.53896 -0.1 0.3 0.9
C -0.94071 -0.72398 1.49145 1.2 -0.2 0.0
C -2.31137 -0.25621 1.15549 -1.4 -0.7 0.0
O -0.71659 -1.01437 2.84659 -0.3 -0.9 2.0
H 0.50600 -2.25975 0.75547 0.0 0.1 0.3
H -0.47539 -1.66601 -0.52732 -0.3 0.4 -0.1
H -1.19583 -2.70897 0.71351 -0.1 -0.2 -0.1
H -0.35953 0.17755 1.29759 0.8 0.1 -0.3
H -2.63281 0.51944 1.85057 0.0 0.2 -0.2
H -3.02004 -1.08128 1.22733 -0.3 -0.3 0.4
H -2.41669 0.03128 0.10937 0.3 0.5 0.0
C -6.00846 -0.34145 2.33777 -0.1 -0.1 0.0
O -6.20514 -1.66069 1.87640 0.0 0.2 -1.1
C -7.17354 -1.78363 0.83099 0.4 -1.5 0.2
C -8.07229 -2.93944 1.22472 -0.9 0.9 0.4
O -9.00425 -2.48494 2.20642 0.0 -0.6 0.1
C -9.99294 -3.44712 2.61541 0.5 1.0 1.0
C -10.94370 -2.73217 3.61065 0.6 0.3 -0.6
O -10.27574 -2.44166 4.84904 -0.8 0.0 -0.7
C -11.09582 -1.70890 5.76998 0.5 0.1 -0.3
H -5.04952 -0.32559 2.85572 -0.3 0.0 0.5
H -6.89087 -0.13720 2.94418 0.3 0.7 0.4
H -5.91188 0.38727 1.53296 -0.2 0.0 -0.3
H -6.66708 -2.14575 -0.06372 0.4 0.1 -0.3
H -7.70433 -0.89148 0.49870 0.0 0.3 0.7
H -7.42675 -3.73033 1.60664 -0.1 -0.2 0.1
H -8.61690 -3.28458 0.34587 -0.1 -0.2 -0.2
H -9.57489 -4.27544 3.18743 0.5 -0.2 -0.1
H -10.45546 -3.86399 1.72076 -0.6 0.1 0.1
H -11.84300 -3.33076 3.75576 -0.1 -0.2 0.2
H -11.23644 -1.79082 3.14560 -0.2 0.2 0.0
H -11.66197 -2.39042 6.40490 0.2 0.0 0.3
H -11.81801 -1.01023 5.34760 -0.1 -0.2 -0.8
H -10.42739 -1.03393 6.30450 0.1 -0.5 0.5
C 2.63562 -4.62124 -2.52994 -0.3 0.0 0.2
O 1.86962 -3.42306 -2.65237 -0.7 -1.0 -1.0
C 2.53030 -2.22832 -2.31666 -0.2 0.0 -0.5
C 1.91040 -1.00563 -3.06803 0.3 -0.6 -0.1
O 2.31570 -0.95192 -4.43141 -0.6 0.4 -0.1
C 3.41684 -0.13220 -4.76030 1.0 -0.6 -0.6
C 3.66008 -0.23236 -6.31677 -0.3 -0.5 2.0
O 2.94956 0.78091 -6.98621 0.0 0.1 -0.5
C 3.54081 2.07310 -6.92342 -0.5 -0.5 0.0
H 2.68524 -4.96357 -1.49628 0.4 0.3 0.2
H 3.63675 -4.54641 -2.95445 0.2 0.4 0.1
H 2.17249 -5.45045 -3.06474 -0.5 0.4 -0.3
H 3.57028 -2.36414 -2.61343 0.4 0.5 0.1
H 2.45319 -2.16781 -1.23107 0.2 0.7 0.3
H 2.13289 -0.07371 -2.54831 0.4 0.1 0.1
H 0.82340 -1.06017 -3.12774 -0.1 -0.4 0.3
H 4.23391 -0.46033 -4.11778 0.8 -0.4 -0.4
H 3.41549 0.92452 -4.49304 -1.1 0.2 0.1
H 3.28773 -1.20418 -6.64084 -0.4 0.2 -0.1
H 4.72895 -0.30500 -6.51767 0.3 0.7 -0.2
H 3.68950 2.35061 -5.87988 0.6 0.1 0.0
H 2.84069 2.80827 -7.32021 -0.2 -0.3 -0.2
H 4.43385 2.09692 -7.54793 0.3 0.1 0.3
C 3.91033 6.72160 4.22189 -0.6 0.4 -0.4
O 2.63271 7.07920 3.70604 -0.1 1.4 -1.8
C 2.67919 7.53801 2.29355 -0.7 -1.8 0.6
C 1.27209 7.70656 1.71085 -0.2 -1.0 0.6
O 0.53376 6.45001 1.52158 1.0 1.7 0.9
C -0.27930 6.15225 2.68129 -0.6 -1.7 -1.7
C -0.82906 4.68790 2.34398 0.6 1.5 0.3
O -1.73688 4.72950 1.26958 1.4 1.7 0.6
C -1.99578 3.53225 0.61501 -1.5 0.4 0.2
H 3.78184 6.79827 5.30157 0.4 -0.3 -0.1
H 4.68493 7.40148 3.86713 0.1 0.2 0.2
H 4.19842 5.72600 3.88441 0.0 -0.3 0.2
H 3.18835 6.73285 1.76385 0.1 0.0 -0.3
H 3.20711 8.46098 2.05371 0.3 0.3 0.9
H 1.34311 8.24602 0.76637 0.0 -0.4 -0.2
H 0.72739 8.37546 2.37716 -0.3 0.0 0.1
H -1.05251 6.92013 2.70584 -0.3 -0.2 0.3
H 0.30938 6.14999 3.59864 0.0 -0.1 0.0
H -1.25130 4.16721 3.20346 -0.2 0.2 0.3
H 0.07773 4.15608 2.05590 0.2 -0.3 -0.1
H -1.21466 2.77250 0.64180 0.0 0.1 0.1
H -2.27147 3.84241 -0.39291 0.2 -0.5 -0.3
H -2.91691 3.22794 1.11204 -0.1 -1.2 -0.3
C 6.52475 -2.92390 -4.64135 0.4 1.1 -0.7
O 6.61239 -2.89056 -3.23546 -1.2 0.4 0.3
C 6.91831 -4.12204 -2.62101 1.3 0.1 1.0
C 6.90856 -4.09768 -1.04135 -1.6 1.0 -1.6
O 5.53994 -3.96347 -0.56514 1.3 -0.7 -2.6
C 5.46321 -4.12285 0.79893 -1.5 0.3 0.1
C 3.98238 -4.09505 1.26402 0.5 -0.6 0.9
O 3.23687 -5.27576 0.89302 -1.2 0.7 0.3
C 1.80216 -5.14876 1.26741 1.6 0.1 -0.7
H 7.49133 -2.83573 -5.13738 0.7 -1.1 0.2
H 6.16005 -1.97490 -5.03441 -0.8 0.2 0.7
H 5.90675 -3.69465 -5.10189 0.1 -0.4 0.4
H 7.97543 -4.24680 -2.85563 0.3 -0.8 -0.1
H 6.34622 -4.94717 -3.04524 -0.2 -0.1 0.2
H 7.52055 -3.25780 -0.71245 -0.1 0.5 0.0
H 7.44828 -4.95138 -0.63145 -0.5 -0.6 -0.2
H 5.99665 -3.23351 1.13453 0.0 -0.2 1.5
H 5.90673 -5.08420 1.05814 0.2 0.0 0.6
H 3.49301 -3.14055 1.07024 -0.1 -0.2 -0.8
H 4.01729 -4.13054 2.35288 0.2 0.2 0.4
H 1.27940 -4.71663 0.41412 -0.1 0.0 0.0
H 1.64745 -4.49677 2.12709 0.2 0.1 0.1
H 1.38285 -6.12829 1.49718 0.3 -0.1 -0.1
C 9.27349 1.32617 2.99731 -0.2 0.8 -0.2
O 8.40844 1.38142 4.12300 0.5 -0.8 0.4
C 7.02411 1.49691 3.86515 0.5 0.3 -2.2
C 6.44762 0.61046 2.71993 0.7 -0.9 -0.2
O 6.87549 0.81269 1.34167 -0.5 -0.4 0.0
C 6.41278 -0.24609 0.44656 -1.5 1.9 -1.3
C 4.84240 -0.24800 0.18691 1.5 -0.7 -0.1
O 4.21776 -0.92244 1.21769 -2.6 -0.6 1.8
C 2.81382 -0.55409 1.39126 0.8 0.9 -0.3
H 10.25607 1.72034 3.25667 0.1 -0.6 0.6
H 8.99278 2.04296 2.22560 -0.6 -0.2 -0.3
H 9.32993 0.32711 2.56514 0.1 0.0 0.0
H 6.89829 2.55023 3.61458 -0.7 0.2 0.0
H 6.47577 1.23489 4.77000 0.1 0.0 0.0
H 5.35934 0.63628 2.77542 0.0 0.0 0.1
H 6.80515 -0.40462 2.89273 -0.4 -0.3 0.7
H 6.90274 -1.21635 0.52813 -0.4 -0.2 1.1
H 6.73932 0.01350 -0.56045 0.5 0.7 0.1
H 4.58162 -0.80266 -0.71444 0.6 0.0 -0.6
H 4.42308 0.74412 0.01969 0.4 0.5 0.3
H 2.79571 0.52233 1.56179 0.0 0.2 0.5
H 2.28993 -1.06112 2.20155 0.7 -0.2 0.2
H 2.15093 -0.63456 0.52974 0.4 -0.6 -0.6
C -3.93506 0.87908 -5.65270 1.0 0.4 1.0
O -3.90450 1.92125 -4.62423 0.0 0.0 -1.4
C -3.31951 1.68058 -3.34811 -1.3 -0.7 -0.8
C -1.84616 1.58040 -3.32746 1.9 0.5 -0.9
O -1.23603 2.72312 -3.96364 1.4 -0.4 1.0
C 0.23670 2.56933 -4.16757 -2.1 1.7 -2.0
C 0.79486 3.98583 -4.61853 -0.5 -0.9 -0.3
O 0.02748 4.47167 -5.73118 -0.7 -0.7 1.0
C 0.59977 5.51347 -6.45952 0.2 0.2 0.1
H -4.09503 1.27499 -6.65558 -0.9 0.7 0.4
H -4.65377 0.11005 -5.36961 -0.1 0.0 -0.2
H -2.97216 0.41755 -5.87157 0.4 -0.3 0.9
H -3.71191 0.72458 -3.00145 0.0 -0.3 0.5
H -3.71942 2.44789 -2.68523 0.1 0.2 -0.2
H -1.51452 0.67093 -3.82844 -0.1 -0.2 -0.3
H -1.46572 1.48456 -2.31051 -0.2 0.0 0.5
H 0.29925 1.99793 -5.09369 0.3 -0.5 0.1
H 0.78608 2.04627 -3.38483 -0.2 0.4 0.2
H 1.80806 3.82454 -4.98662 0.4 -0.2 0.2
H 0.84249 4.72701 -3.82073 -0.3 0.1 0.2
H 0.87711 6.37866 -5.85734 0.4 0.0 0.5
H -0.13607 5.95288 -7.13299 -0.1 -0.6 -0.3
H 1.46245 5.11986 -6.99706 0.2 0.3 -0.3
C -3.50731 -3.34683 3.52031 0.7 -0.1 -1.4
O -2.69693 -3.06647 4.39399 1.1 -0.2 1.0
N -3.50441 -4.50052 2.81035 -0.7 1.8 -0.4
C -4.37747 -4.61359 1.63199 -0.5 -0.2 1.0
C -2.63790 -5.60645 2.93389 2.3 -1.0 -0.3
H -4.20872 -2.58169 3.15320 -0.2 -0.4 0.1
H -3.86019 -5.04338 0.77420 0.2 0.0 0.2
H -4.80673 -3.65433 1.34276 0.0 -0.1 0.3
H -5.13542 -5.29605 2.01653 -0.5 -0.1 -0.9
H -1.78533 -5.56265 2.25617 0.2 0.8 -0.6
H -2.05870 -5.72312 3.84987 -1.0 0.0 0.5
H -3.06910 -6.52131 2.52744 -0.6 -0.1 0.9
C -2.03603 -2.45432 -3.23120 -0.9 0.3 -1.0
O -1.99825 -1.91662 -4.33499 0.6 -0.3 1.1
N -3.20572 -2.70630 -2.59282 -0.3 0.7 -1.5
C -3.28854 -3.61127 -1.49245 -0.6 -0.3 0.0
C -4.50257 -2.33233 -3.25447 0.5 -1.3 1.3
H -1.18591 -2.79393 -2.61950 0.4 0.1 -0.4
H -3.65971 -4.57944 -1.82857 -0.4 -0.2 -0.1
H -4.01841 -3.16763 -0.81526 0.2 -0.3 0.5
H -2.34014 -3.86386 -1.01829 0.1 0.7 0.0
H -5.12519 -1.97806 -2.43292 -0.1 0.9 -0.3
H -4.40569 -1.71533 -4.14779 0.3 0.1 0.6
H -5.04915 -3.23800 -3.51736 0.3 -0.4 -0.4
C 3.06458 3.25133 -2.13402 -1.0 -1.1 0.4
O 3.56142 2.15284 -2.41318 -0.8 1.6 0.5
N 1.92655 3.47535 -1.38886 -0.1 0.3 0.5
C 1.61377 4.87729 -0.97755 0.3 -1.1 0.4
C 1.12722 2.39308 -0.76829 0.6 -0.1 -1.4
H 3.42476 4.22292 -2.50613 0.4 -0.2 -0.1
H 2.26170 5.52744 -1.56542 -0.4 0.2 0.1
H 1.77540 5.02735 0.08991 0.7 -0.1 0.1
H 0.55443 5.13366 -0.99098 -0.1 -0.2 -1.0
H 0.06103 2.54622 -0.93525 0.1 0.6 0.3
H 1.30275 1.49031 -1.35336 0.4 -0.1 0.2
H 1.37596 2.18562 0.27247 -0.1 0.3 0.1